{
  "formula": "C48H132N12O12",
  "method": "the ωB97M-V functional and the def2-TZVPD basis",
  "smiles": "COC[C@H](C)N.COC[C@H](C)N.COC[C@H](C)N.COC[C@H](C)N.COC[C@H](C)N.COC[C@H](C)N.COC[C@H](C)N.COC[C@H](C)N.COC[C@H](C)N.COC[C@H](C)N.COC[C@H](C)N.COC[C@H](C)N",
  "charge": 0,
  "lumo_ev": 0.2094,
  "homo_energy_ev": -8.53,
  "e_above_lowest_kcal_mol": 119.3,
  "spin_multiplicity": 1,
  "symbols": ["C", "O", "C", "C", "C", "N", "H", "H", "H", "H", "H", "H", "H", "H", "H", "H", "H", "C", "O", "C", "C", "C", "N", "H", "H", "H", "H", "H", "H", "H", "H", "H", "H", "H", "C", "O", "C", "C", "C", "N", "H", "H", "H", "H", "H", "H", "H", "H", "H", "H", "H", "C", "O", "C", "C", "C", "N", "H", "H", "H", "H", "H", "H", "H", "H", "H", "H", "H", "C", "O", "C", "C", "C", "N", "H", "H", "H", "H", "H", "H", "H", "H", "H", "H", "H", "C", "O", "C", "C", "C", "N", "H", "H", "H", "H", "H", "H", "H", "H", "H", "H", "H", "C", "O", "C", "C", "C", "N", "H", "H", "H", "H", "H", "H", "H", "H", "H", "H", "H", "C", "O", "C", "C", "C", "N", "H", "H", "H", "H", "H", "H", "H", "H", "H", "H", "H", "C", "O", "C", "C", "C", "N", "H", "H", "H", "H", "H", "H", "H", "H", "H", "H", "H", "C", "O", "C", "C", "C", "N", "H", "H", "H", "H", "H", "H", "H", "H", "H", "H", "H", "C", "O", "C", "C", "C", "N", "H", "H", "H", "H", "H", "H", "H", "H", "H", "H", "H", "C", "O", "C", "C", "C", "N", "H", "H", "H", "H", "H", "H", "H", "H", "H", "H", "H"],
  "xyz": [[5.52240, -0.60381, -0.79480], [5.17551, 0.68636, -1.43118], [3.74298, 0.88316, -1.64630], [3.19172, -0.00746, -2.82880], [3.84429, 0.37540, -4.15777], [1.77334, -0.03114, -2.99544], [4.89222, -0.90858, 0.04072], [6.54779, -0.55149, -0.42884], [5.50459, -1.43766, -1.49659], [3.14755, 0.76064, -0.74156], [3.63770, 1.93684, -1.90470], [3.50283, -1.03483, -2.63952], [3.52412, -0.25404, -4.98807], [4.91024, 0.15216, -4.20274], [3.74220, 1.43091, -4.40989], [1.31581, -0.11294, -2.09874], [1.42009, -0.80707, -3.53697], [2.08629, 1.33701, -8.29315], [1.45835, 1.83913, -7.11732], [0.60593, 0.81096, -6.59333], [-0.26566, 1.42837, -5.49663], [-1.25458, 2.41280, -6.11342], [0.52014, 2.10087, -4.43421], [2.93306, 0.67087, -8.12776], [2.61039, 2.18628, -8.73152], [1.30816, 1.00325, -8.97960], [-0.01357, 0.46300, -7.41992], [1.06261, -0.03707, -6.08304], [-0.85139, 0.65256, -5.00354], [-1.84355, 1.94364, -6.90150], [-0.68800, 3.22899, -6.56167], [-1.86483, 2.81986, -5.30718], [1.20172, 2.60932, -4.97920], [1.03018, 1.30508, -4.07829], [4.69860, -3.67634, 2.89576], [4.28390, -2.33241, 3.10520], [5.40133, -1.51621, 3.66728], [5.00399, -0.23175, 4.46380], [4.12898, -0.52374, 5.70438], [4.30700, 0.66803, 3.57898], [5.30098, -4.17852, 3.65277], [5.28242, -3.64222, 1.97593], [3.86228, -4.34703, 2.69870], [6.12158, -2.08725, 4.25316], [5.93609, -1.23577, 2.75982], [5.90464, 0.30352, 4.76454], [4.73298, -0.93493, 6.51321], [3.29747, -1.13802, 5.35887], [3.64860, 0.39194, 6.04915], [4.86437, 1.07513, 2.84161], [3.52691, 0.26877, 3.07685], [-0.15699, -1.23211, 5.30996], [-0.11126, -0.26406, 4.28151], [-0.39744, 1.06798, 4.71864], [0.94823, 1.74537, 5.09594], [0.70856, 3.07019, 5.79892], [1.81879, 2.00800, 3.93645], [-0.03707, -2.21827, 4.86140], [-1.09791, -1.29015, 5.85714], [0.75746, -1.17826, 5.90070], [-0.82018, 1.65168, 3.90090], [-1.11300, 1.08012, 5.54079], [1.59612, 1.09956, 5.68863], [1.65384, 3.60213, 5.90660], [0.29415, 2.98890, 6.80379], [0.04180, 3.66114, 5.17098], [1.62387, 1.25311, 3.29439], [2.78670, 1.82670, 4.16090], [-3.34769, 3.39393, -0.25737], [-3.54305, 2.17994, 0.44447], [-4.00008, 2.41124, 1.77680], [-3.77730, 1.17429, 2.63382], [-4.47044, -0.05921, 2.15050], [-4.18611, 1.40188, 4.06080], [-4.15379, 4.08867, -0.02146], [-3.41189, 3.24315, -1.33497], [-2.34064, 3.73026, -0.01070], [-3.40558, 3.22884, 2.18447], [-5.04814, 2.71034, 1.76279], [-2.69731, 1.02876, 2.61037], [-5.52977, -0.04905, 2.40707], [-4.07651, -0.95560, 2.62946], [-4.36842, -0.07752, 1.06544], [-4.09682, 0.43396, 4.33515], [-5.18537, 1.54697, 4.08377], [-1.36256, 6.15721, 1.57990], [0.00848, 5.90717, 1.20940], [0.78925, 5.30016, 2.24561], [2.23476, 5.33719, 1.85867], [2.47404, 4.61867, 0.52183], [3.05931, 4.67438, 2.84493], [-2.05287, 6.50996, 0.81364], [-1.37165, 6.86849, 2.40580], [-1.78386, 5.24685, 2.00634], [0.61646, 5.91601, 3.12820], [0.41794, 4.31512, 2.52834], [2.56589, 6.35867, 1.67143], [3.51448, 4.58564, 0.19858], [1.94403, 5.15934, -0.26230], [2.11826, 3.59948, 0.67271], [2.92864, 5.21205, 3.68987], [2.52538, 3.83993, 3.04171], [-0.87083, -5.65055, 1.12734], [-0.88312, -7.05321, 1.47192], [0.32001, -7.78538, 1.24627], [0.28205, -9.05382, 2.13403], [1.51320, -10.01023, 1.92330], [-0.86324, -9.85942, 1.81936], [-0.39701, -5.12007, 1.95328], [-1.85005, -5.17421, 1.07907], [-0.22381, -5.38187, 0.29231], [0.31445, -8.01783, 0.18136], [1.24466, -7.24383, 1.44587], [0.19954, -8.72662, 3.17048], [2.38750, -9.54489, 2.37845], [1.73100, -10.29382, 0.89362], [1.37535, -11.00244, 2.35296], [-1.65305, -9.24425, 1.68563], [-0.69716, -10.10147, 0.85295], [-0.87161, 1.00035, -1.42379], [0.01583, 0.01643, -0.86084], [0.38323, 0.31663, 0.47678], [1.36398, -0.77441, 0.99198], [0.83592, -2.23823, 0.83103], [1.77315, -0.43389, 2.32039], [-1.16818, 0.60970, -2.39722], [-0.40911, 1.98498, -1.49231], [-1.76342, 1.03785, -0.79821], [0.79194, 1.31092, 0.65693], [-0.51593, 0.12655, 1.06284], [2.32196, -0.65565, 0.48574], [1.51494, -2.92535, 1.33591], [0.95001, -2.58958, -0.19446], [-0.19312, -2.47879, 1.09803], [0.94584, -0.52097, 2.89318], [2.33245, -1.24612, 2.53848], [-2.37969, -3.00143, 3.86379], [-3.46507, -3.57241, 3.19165], [-4.67775, -3.83658, 3.92705], [-5.63199, -4.56860, 2.98176], [-6.19791, -3.63871, 1.86434], [-6.81919, -4.93863, 3.70987], [-1.94164, -3.74949, 4.52458], [-2.79224, -2.16136, 4.42254], [-1.68137, -2.68693, 3.08821], [-4.42407, -4.35544, 4.85146], [-5.03243, -2.84770, 4.21760], [-5.12721, -5.42332, 2.53147], [-6.69782, -2.77996, 2.31239], [-6.90982, -4.05665, 1.15258], [-5.41131, -3.29546, 1.19237], [-6.51960, -5.12839, 4.65556], [-7.18089, -5.81672, 3.36599], [-0.12434, 5.03830, -2.21922], [0.30631, 6.37318, -2.40762], [-0.72771, 7.37018, -2.53262], [-0.12381, 8.80517, -2.66607], [0.73316, 9.25413, -1.45923], [-1.21559, 9.82091, -2.83125], [0.69804, 4.32572, -2.15568], [-0.80443, 4.71213, -3.00610], [-0.63356, 5.03608, -1.25549], [-1.37372, 7.10407, -3.36925], [-1.24173, 7.41531, -1.57250], [0.49381, 8.78461, -3.56397], [1.18537, 10.24069, -1.56067], [1.57132, 8.56210, -1.37761], [0.21022, 9.19531, -0.50468], [-1.66940, 9.64599, -3.71644], [-0.79121, 10.73154, -2.93491], [2.85824, -5.92326, -3.47741], [3.08532, -4.56199, -3.31737], [4.33710, -4.23683, -2.73964], [4.50334, -4.77803, -1.32565], [3.26480, -4.28862, -0.49165], [5.79586, -4.54710, -0.60005], [2.56218, -6.48322, -2.59034], [3.73255, -6.35866, -3.96124], [2.05379, -6.07440, -4.19722], [5.13097, -4.69551, -3.32911], [4.40331, -3.15365, -2.84191], [4.48746, -5.86600, -1.39021], [2.31843, -4.67386, -0.87125], [3.27311, -3.19912, -0.52370], [3.22067, -4.61812, 0.54642], [6.62330, -4.94713, -1.01889], [5.65757, -4.95367, 0.31410], [-3.68177, 0.25152, -4.27744], [-4.89558, 0.35725, -5.04949], [-5.69913, 1.49019, -4.74639], [-7.13247, 1.36371, -5.40763], [-7.80138, 2.67955, -5.55308], [-7.95544, 0.47529, -4.62064], [-3.78909, 0.07304, -3.20752], [-3.04724, 1.13498, -4.34791], [-2.99693, -0.54464, -4.56941], [-5.76409, 1.58969, -3.66290], [-5.12231, 2.31226, -5.17015], [-7.08775, 0.98211, -6.42767], [-7.99833, 3.17358, -4.60163], [-8.72551, 2.51677, -6.10767], [-7.25105, 3.42090, -6.13243], [-7.86482, 0.67160, -3.63405], [-7.55074, -0.44652, -4.70166]]
}